No. 1
# C3H15NO3

A 5-piece molecular cluster, C3H15NO3 overall at a distorted geometry (wB97M-V/def2-TZVPD, the Open Molecules 2025 dataset).

Atoms and positions in Å:
C: -1.315 1.496 0.403
C: -0.545 0.347 -0.307
C: -1.238 -0.990 -0.180
N: -0.211 0.619 -1.636
H: -2.359 1.584 0.099
H: -1.289 1.283 1.468
H: -0.804 2.446 0.230
H: 0.438 0.116 0.232
H: -0.471 -1.722 -0.445
H: -1.488 -1.194 0.859
H: -2.042 -1.185 -0.889
H: 0.451 1.329 -1.935
H: 0.153 -0.345 -2.047
H: 1.395 1.644 0.921
H: 1.849 1.953 1.422
O: 2.108 -1.096 0.560
H: 0.783 -1.847 -3.078
H: 1.653 -1.582 -0.134
O: 0.803 -1.628 -2.138
H: 0.422 -0.410 3.089
H: 1.435 -0.870 1.237
O: 0.273 0.053 2.269

Cartesian forces (eV/Å) of the 6 atoms listed first:
C 1.10 0.52 0.60
C -2.82 0.89 -1.73
C 0.69 -0.92 -0.07
N 0.65 -1.50 1.09
H 0.20 -0.40 -0.52
H 0.09 0.01 -0.08

## Properties
HOMO-LUMO gap: 4.3 eV
Max |F|: 0.067 hartree/bohr
Lowest unoccupied orbital energy: -4.9 eV
E: -10978.1615 eV
Relative energy (zero: lowest compared OMol25 entry of this formula, charge and spin): 911.71 kJ/mol

No. 2
# C6H6O

The molecule C6H6O at a distorted geometry (wB97M-V/def2-TZVPD, the Open Molecules 2025 dataset).

Atoms and positions in Å:
C: -2.040 1.026 -0.559
C: 0.265 -1.357 -0.058
C: -1.126 1.265 0.339
C: 1.140 -0.433 0.162
C: -1.720 -0.121 0.399
C: 2.196 0.531 0.025
O: -1.151 -1.239 -0.243
H: -2.768 1.276 -1.303
H: 0.313 -2.377 0.072
H: -2.313 -0.545 1.212
H: 3.012 -0.057 0.469
H: 1.756 1.333 0.523
H: 2.435 0.700 -1.038

Cartesian forces (eV/Å) of the 6 atoms listed first:
C 0.13 0.76 1.25
C -0.67 1.59 0.44
C -0.48 -1.53 -0.80
C -1.77 -1.12 -1.55
C 0.02 -0.61 -0.60
C 0.44 -2.43 -0.83

## Properties
HOMO-LUMO gap (alpha / beta): 9.0 / 6.5 eV
Max |F|: 0.051 hartree/bohr
Lowest unoccupied orbital energy (alpha / beta): 0.2 / -1.3 eV
E: -8357.7963 eV
Relative energy (zero: lowest compared OMol25 entry of this formula, charge and spin): 840.37 kJ/mol

No. 3
# C42H49ClN7O4P2RbSi2

C42H49ClN7O4P2RbSi2 as an isolated structure at a distorted geometry (wB97M-V/def2-TZVPD, the Open Molecules 2025 dataset).

Atoms and positions in Å:
Rb: -21.323 6.835 -2.901
C: -27.355 4.048 -0.748
Si: -25.627 3.840 -1.523
C: -25.956 3.071 -3.198
C: -24.738 2.576 -0.452
N: -24.673 5.252 -1.681
P: -24.907 6.740 -1.227
C: -23.565 7.729 -1.406
P: -23.387 9.356 -1.792
N: -21.967 9.690 -2.394
Si: -21.163 11.186 -2.702
C: -20.326 11.865 -1.152
C: -22.195 12.632 -3.385
C: -19.884 10.813 -4.008
C: -24.619 9.957 -2.958
C: -24.307 9.797 -4.322
C: -25.191 10.246 -5.303
C: -26.382 10.879 -4.954
C: -26.687 11.048 -3.597
C: -25.814 10.616 -2.600
C: -23.584 10.368 -0.329
C: -23.866 11.742 -0.377
C: -23.741 12.507 0.798
C: -23.338 11.925 2.009
C: -23.086 10.552 2.040
C: -23.200 9.776 0.886
C: -25.252 6.614 0.551
C: -26.515 6.660 1.173
C: -26.598 6.373 2.540
C: -25.453 6.027 3.285
C: -24.228 5.962 2.653
C: -24.125 6.254 1.289
C: -26.366 7.366 -2.051
C: -27.334 8.242 -1.501
C: -28.436 8.593 -2.280
C: -28.589 8.114 -3.592
C: -27.600 7.296 -4.133
C: -26.496 6.915 -3.367
H: -27.871 3.085 -0.979
H: -27.350 4.147 0.355
H: -27.963 4.872 -1.168
H: -26.416 2.075 -3.024
H: -26.675 3.687 -3.770
H: -25.043 2.926 -3.804
H: -25.188 1.566 -0.591
H: -23.665 2.504 -0.727
H: -24.797 2.838 0.621
H: -21.018 12.295 -0.406
H: -19.707 11.096 -0.646
H: -19.646 12.685 -1.494
H: -22.675 13.242 -2.587
H: -21.439 13.273 -3.889
H: -22.958 12.331 -4.129
H: -19.258 9.954 -3.696
H: -20.375 10.526 -4.967
H: -19.234 11.695 -4.175
H: -23.369 9.324 -4.619
H: -24.940 10.060 -6.342
H: -27.089 11.186 -5.717
H: -27.644 11.491 -3.310
H: -26.078 10.715 -1.541
H: -24.212 12.217 -1.301
H: -23.945 13.590 0.748
H: -23.242 12.540 2.908
H: -22.781 10.072 2.973
H: -22.967 8.702 0.877
H: -27.422 6.889 0.595
H: -27.577 6.450 3.031
H: -25.544 5.807 4.348
H: -23.326 5.645 3.187
H: -23.156 6.226 0.775
H: -27.170 8.668 -0.511
H: -29.191 9.272 -1.882
H: -29.454 8.383 -4.183
H: -27.661 6.944 -5.157
H: -25.741 6.237 -3.781
O: -17.251 5.996 -4.120
Cl: -18.625 5.736 -3.797
O: -19.535 6.588 -4.726
O: -18.892 6.105 -2.321
O: -19.040 4.310 -3.974
C: -20.621 3.498 -0.834
C: -21.387 3.207 -2.089
N: -21.894 4.104 -2.899
C: -22.492 3.407 -3.941
C: -22.377 2.068 -3.784
N: -21.606 1.923 -2.560
C: -21.186 0.664 -1.964
N: -20.612 -0.170 -3.017
N: -20.911 -1.522 -3.045
N: -20.246 -2.073 -4.023
C: -19.436 -1.098 -4.638
C: -18.532 -1.190 -5.699
C: -17.898 0.010 -6.088
C: -18.139 1.236 -5.441
C: -19.018 1.324 -4.358
C: -19.651 0.130 -3.999
H: -20.535 4.592 -0.753
H: -19.597 3.069 -0.891
H: -21.133 3.099 0.071
H: -23.008 3.959 -4.727
H: -22.685 1.259 -4.434
H: -22.029 0.097 -1.531
H: -20.436 0.823 -1.164
H: -18.384 -2.186 -6.130
H: -17.194 0.004 -6.908
H: -17.611 2.121 -5.778
H: -19.209 2.258 -3.828

Cartesian forces (eV/Å) of the 6 atoms listed first:
Rb -1.65 0.90 0.55
C -0.45 -0.66 0.10
Si 0.81 1.93 0.13
C -0.23 -0.61 -0.45
C 0.22 -0.82 0.16
N -0.83 -1.71 -0.16

## Properties
HOMO-LUMO gap: 4.7 eV
Max |F|: 0.077 hartree/bohr
Lowest unoccupied orbital energy: 3.7 eV
Total charge: -2
E: -110477.1700 eV
Relative energy (zero: lowest compared OMol25 entry of this formula, charge and spin): 0.00 kJ/mol

Q: Which value of relative energy (zero: lowest compared OMol25 entry of this formula, charge and spin) does entry 2 give?
A: 840.37 kJ/mol

Q: E of number 1 (C3H15NO3)?
A: -10978.1615 eV